(1)
A molecular structure, C32H35N3O6SV, computed with the ωB97M-V functional and the def2-TZVPD basis.

ORCA input file:
```
! RIJCOSX wB97M-V def2-TZVPD def2/J DEFGRID3
* xyz 3 1
V 10.88 14.35 10.19
C 5.18 9.72 12.03
O 6.52 10.21 11.91
C 7.42 9.44 12.60
C 7.16 8.35 13.45
C 8.19 7.71 14.14
C 9.49 8.15 13.94
C 9.81 9.19 13.09
C 8.78 9.84 12.42
N 8.97 10.87 11.45
C 9.66 11.96 11.74
N 9.96 12.32 12.96
C 10.63 13.55 13.21
C 11.14 14.33 12.20
C 11.91 15.43 12.50
C 12.16 15.79 13.82
C 11.61 15.01 14.85
C 10.75 13.95 14.54
O 10.10 13.11 15.42
C 10.22 13.53 16.81
N 10.14 12.73 10.73
C 9.98 12.58 9.36
C 8.83 13.13 8.78
C 8.46 13.04 7.48
C 9.37 12.36 6.65
C 10.60 11.91 7.15
C 10.92 11.94 8.48
O 12.04 11.42 8.82
C 12.30 10.62 9.99
H 4.60 10.19 11.23
H 4.81 10.00 13.02
H 5.18 8.66 11.92
H 6.16 7.99 13.57
H 8.11 6.86 14.77
H 10.31 7.65 14.47
H 10.82 9.28 12.78
H 8.54 10.80 10.56
H 9.57 11.75 13.74
H 12.45 16.02 11.71
H 12.86 16.58 14.02
H 11.77 15.25 15.90
H 11.29 13.43 17.15
H 9.66 12.78 17.41
H 9.74 14.53 16.91
H 8.11 13.53 9.50
H 7.52 13.38 7.11
H 9.17 12.23 5.58
H 11.27 11.45 6.42
H 13.35 10.42 10.08
H 11.89 9.61 9.85
H 11.91 11.10 10.90
C 12.14 17.15 7.08
C 12.25 16.01 8.05
O 11.20 15.57 8.59
C 13.55 15.48 8.44
C 14.68 16.21 8.02
C 15.91 15.91 8.57
C 16.03 14.87 9.51
C 14.90 14.16 9.91
C 13.71 14.50 9.41
O 12.53 13.97 9.99
H 11.13 17.25 6.75
H 12.82 17.11 6.23
H 12.28 18.08 7.64
H 14.55 16.99 7.34
H 16.79 16.47 8.25
H 16.98 14.60 9.88
H 14.95 13.35 10.64
C 6.98 16.46 11.15
S 8.56 16.09 11.89
C 8.93 17.76 12.38
O 9.50 15.70 10.67
H 6.36 16.87 11.99
H 6.52 15.59 10.77
H 7.10 17.24 10.35
H 8.15 18.05 13.10
H 9.19 18.47 11.57
H 9.79 17.64 13.00
*
```

Calculated values
- maximum force (eV Å⁻¹) = 2.698
- highest occupied orbital energy (spin up / spin down) (eV) = -15.47 / -15.47
- E (eV) = -87003.203
- HOMO-LUMO gap (spin up / spin down) (eV) = 5.45 / 5.46

***

(2)
2 unconnected molecules or ions with the total composition C4H9ClN2, computed with the ωB97M-V functional and the def2-TZVPD basis.

ORCA input file:
```
! RIJCOSX wB97M-V def2-TZVPD def2/J DEFGRID3
* xyz 0 3
C 0.25 0.51 -0.84
C 1.41 0.05 -1.58
C -1.80 1.57 0.06
C 0.01 -1.70 1.20
N -0.78 1.13 -0.94
N 0.37 -0.32 1.36
Cl 2.03 0.08 1.65
H 2.23 0.66 -1.26
H 1.30 0.32 -2.63
H 1.51 -0.95 -1.38
H -1.53 0.93 0.87
H -2.90 1.24 -0.29
H -1.70 2.58 0.30
H -0.03 -2.22 2.19
H -1.07 -1.64 0.89
H 0.69 -2.23 0.39
*
```

Calculated values
- maximum force (eV Å⁻¹) = 4.363
- highest occupied orbital energy (spin up / spin down) (eV) = -5.40 / -9.81
- E (eV) = -19790.164
- HOMO-LUMO gap (spin up / spin down) (eV) = 6.26 / 8.79
- ⟨S²⟩ = 2.01
- relative energy (zero: lowest compared OMol25 entry of this formula, charge and spin) (kJ/mol) = 52.6

***

(3)
A molecular structure, C3H11NO2, computed with the ωB97M-V functional and the def2-TZVPD basis.

ORCA input file:
```
! RIJCOSX wB97M-V def2-TZVPD def2/J DEFGRID3
* xyz 0 1
C -0.14 -0.42 -0.83
C -0.10 2.62 0.62
C -0.73 -1.76 -1.18
O -0.32 1.41 1.28
H 0.43 0.04 -1.63
H -0.94 0.29 -0.60
H -0.86 3.36 0.89
H -0.16 2.47 -0.48
H 0.88 3.03 0.88
H 0.02 -2.45 -1.58
H -1.50 -1.61 -1.95
H -1.22 -2.23 -0.33
N 0.96 -0.77 0.43
O 0.68 -1.63 1.53
H 0.75 -2.54 1.20
H 1.81 -0.22 0.45
H 0.45 0.41 1.30
*
```

Calculated values
- maximum force (eV Å⁻¹) = 4.791
- highest occupied orbital energy (eV) = -8.62
- E (eV) = -8869.561
- HOMO-LUMO gap (eV) = 9.29
- relative energy (zero: lowest compared OMol25 entry of this formula, charge and spin) (kJ/mol) = 475.5

***

(4)
2 unconnected molecules or ions with the total composition C11H7N6O7, computed with the ωB97M-V functional and the def2-TZVPD basis.

ORCA input file:
```
! RIJCOSX wB97M-V def2-TZVPD def2/J DEFGRID3
* xyz -1 1
C 2.88 -2.01 -1.35
C 2.01 -1.84 -0.15
C 2.21 -0.87 0.82
N 1.48 -0.66 1.90
C 0.40 -1.48 2.16
O -0.33 -1.40 3.14
N 0.16 -2.46 1.19
C 0.87 -2.72 0.03
O 0.50 -3.63 -0.72
H 2.50 -2.82 -1.97
H 2.92 -1.09 -1.95
H 3.91 -2.25 -1.06
H 3.07 -0.18 0.72
H -0.65 -3.03 1.38
O 2.95 6.08 2.50
N 3.63 5.10 2.86
O 4.88 5.13 2.90
C 3.01 3.84 3.23
C 3.81 2.75 3.56
C 3.22 1.48 3.78
N 4.05 0.43 4.33
O 5.28 0.65 4.47
O 3.52 -0.64 4.69
C 1.85 1.23 3.59
C 1.02 2.34 3.35
N -0.35 2.43 3.34
O -0.59 3.82 3.17
N 0.58 4.56 3.06
C 1.57 3.65 3.17
H 4.88 2.88 3.69
H 1.38 0.27 3.73
*
```

Calculated values
- maximum force (eV Å⁻¹) = 2.883
- highest occupied orbital energy (eV) = -4.57
- E (eV) = -34787.772
- HOMO-LUMO gap (eV) = 4.88
- relative energy (zero: lowest compared OMol25 entry of this formula, charge and spin) (kJ/mol) = 0.0